A molecular structure, C60H84AsN4O3Pb. Source: OMol25; level of theory: wB97M-V/def2-TZVPD.

```
! RIJCOSX wB97M-V def2-TZVPD def2/J DEFGRID3
* xyz 1 1
Pb 0.87404 0.80860 1.03941
As 0.05582 -2.52938 -0.11646
O 1.72792 -0.36171 -1.11106
O -1.11527 1.68723 1.85202
O -0.55675 -1.48035 1.04601
N 3.07871 -0.77638 5.37290
N 2.02930 3.10484 1.62812
N 1.97600 -0.12157 3.57634
N 0.36968 2.58369 -0.72944
C -5.15280 2.23176 3.58794
C -2.21929 1.91629 1.16789
C 3.70067 -4.11811 2.45711
C 2.87696 2.93995 -6.50657
C -2.14123 2.43509 -0.14450
C -6.43519 0.76186 -1.44558
C 3.26469 -2.70249 -2.02492
C -5.46636 2.60444 -2.80329
C -3.51554 1.71276 1.70122
C 1.69581 -3.18912 0.75758
C 3.90353 -1.69408 -2.99434
C -1.11716 -6.50084 -0.87572
C 3.26472 -0.28387 -3.00658
C -3.78769 1.58680 3.20732
C -1.57013 -0.84088 -1.63915
C 4.02347 -0.77062 6.47687
C 4.31479 4.06251 -4.79815
C 3.46669 2.85062 1.67784
C -2.25550 -0.36032 -2.74789
C -2.48962 -6.46289 -0.67001
C -0.59970 -1.82181 -1.80410
C -0.99564 -1.83472 -4.16601
C 1.44555 3.57878 -0.71829
C 3.77498 -2.29256 -4.41375
C 2.92576 -2.54364 0.80286
C 2.19500 0.20849 -2.20966
C -6.76793 3.14765 -0.76266
C -0.95619 -4.18745 -0.22869
C 3.80295 0.56980 -3.97931
C 2.92370 0.18362 4.43555
C 1.49884 -1.34426 3.97829
C -1.92188 -2.44021 5.76201
C 0.30895 1.88807 -2.05162
C 1.46017 -4.27556 1.60130
C -0.32258 -2.33846 -3.06311
C 3.31372 1.82252 -4.31102
C -3.99542 0.16715 3.64701
C 3.91574 2.70642 -5.39878
C -3.09912 -5.28356 -0.26404
C -4.60422 1.74200 0.82801
C -0.35056 -5.36453 -0.66013
C -5.77756 2.14605 -1.37785
C 3.92124 -3.01195 1.65134
C 1.70102 4.16032 0.65695
C 2.46528 -4.74510 2.43516
C -3.43457 -2.91229 3.79596
C 2.16626 2.20738 -3.63404
C 1.49543 3.40327 2.95479
C 5.15648 2.08138 -6.03606
C -0.92521 3.24947 -0.51591
C -2.08401 -2.35535 4.24767
C -2.33257 -4.14593 -0.05602
C -3.26194 2.49420 -0.95764
C -1.96269 -0.84999 -4.01143
C -1.82670 -0.97856 3.71523
C 5.39434 -1.59793 -2.63069
C 2.16661 -1.76107 5.09128
C 1.61882 1.43511 -2.62406
C -2.73537 2.28301 4.08454
C -4.51554 2.08263 -0.51611
H -6.29511 4.12364 -0.63670
H -5.20320 2.37084 4.66810
H 3.46058 4.55313 -4.32703
H -0.37248 1.04109 -1.93620
H 5.93780 1.89106 -5.29691
H -2.91175 -0.38750 3.68153
H 4.69660 4.72671 -5.57741
H -3.08706 -7.34943 -0.83806
H -1.23915 -0.31423 4.34394
H 3.51647 1.08582 4.43123
H -0.76554 -2.21732 -5.15186
H 4.75584 0.01632 6.31730
H -5.58635 1.51312 1.22579
H 3.30963 3.54089 -7.31026
H 2.73025 -2.28180 -4.73517
H 3.51234 -0.59132 7.42161
H -2.73958 3.35108 3.86539
H -5.77653 0.04254 -1.93757
H -2.05068 -3.46776 6.10207
H -3.13935 2.89459 -1.95730
H 5.95947 -1.01118 -3.35547
H -6.66584 0.37928 -0.44914
H 4.88130 -2.51056 1.66833
H 2.52316 4.88107 0.56122
H -3.48194 -3.98628 3.96501
H 4.54012 -1.72642 6.52858
H -1.77522 -0.43948 -0.65344
H 3.82456 -2.76665 -1.09343
H -0.64215 -7.41720 -1.20128
H -2.80014 -3.21016 0.21993
H -2.98107 2.14891 5.14123
H -7.12558 2.81534 0.21393
H 0.41179 3.50969 2.89331
H 5.83555 -2.59751 -2.58748
H 0.49861 -4.76823 1.60886
H 0.84542 4.72520 1.02624
H 1.23646 4.39166 -1.42943
H -3.00468 0.40994 -2.61324
H 5.09451 3.93609 -4.04360
H -0.13947 2.57868 -2.77788
H -5.06176 3.61852 -2.81738
H 3.87821 2.84978 0.66851
H 2.09010 -2.65390 5.68865
H -6.38302 2.60690 -3.39539
H -1.15963 3.82601 -1.42047
H 1.70630 2.57111 3.62941
H 4.12633 -3.32673 -4.41415
H -4.17161 -5.24821 -0.12053
H -0.93087 -2.10265 6.07124
H -4.33760 0.04345 4.67392
H 5.51385 -1.12862 -1.65084
H -2.66829 -1.82318 6.26925
H 2.34947 3.07965 -1.06821
H 4.66425 0.21269 -4.52408
H 1.93323 4.31722 3.37786
H 3.25910 -3.70158 -2.46589
H -4.24233 -2.44478 4.36402
H -1.73666 1.91163 3.88087
H -7.63792 3.27007 -1.41206
H 0.40240 -3.12592 -3.19907
H -3.60168 -2.72634 2.73517
H -7.36897 0.81298 -2.00994
H -4.75267 1.93829 -3.29433
H 3.99296 3.61267 2.26735
H 4.91817 1.14446 -6.54411
H -1.58113 -0.90505 2.65350
H 2.27854 -5.60888 3.06085
H 1.67238 3.14056 -3.89264
H 3.10141 -1.69756 0.15438
H -5.22113 3.20361 3.10167
H 0.72087 -5.39909 -0.82391
H 2.00015 3.46936 -6.12919
H -0.80085 3.96658 0.29768
H -6.01792 1.63990 3.28604
H 3.66349 1.86785 2.11407
H 2.54378 1.98992 -6.92900
H -4.50693 -0.48090 2.94016
H 4.35639 -1.74777 -5.15538
H 0.73566 -1.85008 3.40888
H 5.56434 2.76658 -6.78152
H -2.49211 -0.47305 -4.87705
H 2.24845 -2.41487 -1.78618
H 4.48823 -4.49413 3.09887
H -1.30429 -2.95640 3.76235
*
```

The calculation puts the calculated total energy at -141765.2222 eV. As for the gap between HOMO and LUMO: 4.67 eV. The value obtained for the maximum force is 0.0139 hartree/bohr. As for the HOMO energy: -8.57 eV. Its relative energy (zero: lowest compared OMol25 entry of this formula, charge and spin) is 37.4 kcal/mol. The LUMO energy comes out at -3.90 eV.

Results of the Löwdin charge analysis, in e, for atoms 1 through 8:
1. Pb 1.56
2. As 1.26
3. O -0.33
4. O -0.31
5. O -0.60
6. N -0.12
7. N -0.36
8. N 0.00